Entry 1:
ORCA calculation (the ωB97M-V functional and the def2-TZVPD basis) on a 2-piece molecular cluster, CH4OS2 overall at a distorted geometry.

Positions of all 8 atoms, in Å:
H -1.655 2.238 -1.153
S -1.736 -0.094 0.422
H 1.177 -2.194 -0.350
S -1.124 1.641 -0.027
H 1.299 -1.623 1.374
H 0.123 1.676 -0.579
C 0.982 -1.396 0.358
O 0.934 -0.249 -0.045

Values from the calculation:
E_LUMO (eV): 0.278
Frontier orbital gap (Ha): 0.3095
Energy relative to the best compared isomer or geometry (same formula, charge and spin) (kcal per mole): 54.62
E (Eh): -912.00450
Highest occupied orbital energy (eV): -8.1
Charge: 0



Entry 2:
ORCA calculation (the ωB97M-V functional and the def2-TZVPD basis) on C28H45NOsP2 as an isolated structure at a distorted geometry.

Positions of all 77 atoms, in Å:
C 2.374 4.091 -1.041
C -1.903 -2.718 2.892
H -3.180 -3.805 -1.641
C 0.121 0.846 4.498
H -2.877 4.900 0.556
C -2.489 3.964 0.933
H -2.305 -0.872 4.934
H 2.470 -0.183 3.444
C -1.485 3.312 0.239
C 3.981 -1.320 -2.696
C -3.045 -0.884 4.133
H -2.962 1.768 3.454
C -2.545 2.180 2.549
H 0.164 1.356 -4.007
H -1.108 3.731 -0.683
C -0.045 0.304 -4.199
Os -0.075 -0.448 -0.040
H 3.561 -1.934 -3.489
H 1.746 0.864 2.229
H -3.757 3.943 2.664
H 1.430 -2.787 -3.529
H -0.949 -3.903 -0.209
C -2.148 -2.146 -0.704
C -0.998 2.094 0.710
C 1.063 -0.618 -3.693
C 0.737 -2.081 -3.987
H -0.278 -2.321 -3.661
C 1.727 1.475 -1.750
C 0.299 -0.233 3.429
H -3.174 -1.205 2.009
H -2.752 -3.396 2.977
C -3.011 -2.742 -1.814
H 2.649 5.093 -0.743
C 3.756 -0.367 -0.387
H 0.764 -2.243 -5.065
H 4.531 -0.999 0.045
C -1.926 -0.647 -0.905
H -3.981 -2.247 -1.855
C -0.807 -2.905 -0.627
H 0.900 0.743 5.253
C 1.407 3.408 -0.317
H 0.960 3.881 0.544
H -3.784 -1.643 4.394
H 3.709 4.048 -2.720
H 4.284 -0.361 -3.118
H -1.005 0.050 -3.748
H -2.650 -2.295 0.251
C 2.668 2.185 -2.477
H 3.174 1.717 -3.311
H 0.208 1.842 4.061
C 1.652 -0.105 2.728
P 1.428 -0.315 -1.918
H 1.997 -0.351 -4.198
H -2.684 -0.009 -0.444
H 4.889 -1.813 -2.346
C -2.414 -1.272 2.793
H 1.804 -0.907 1.991
C 1.049 2.117 -0.697
C -2.996 3.417 2.104
C -1.567 1.487 1.850
H -1.309 -3.033 2.034
H 0.236 -1.222 3.890
C 3.038 -1.130 -1.505
H -0.152 0.178 -5.277
H 4.236 0.527 -0.782
H -1.297 -2.852 3.788
H 3.091 -0.053 0.420
H -3.568 0.067 4.114
N 0.016 1.372 -0.008
H 2.744 -2.116 -1.130
P -1.032 -0.233 2.159
C 2.979 3.499 -2.141
H -0.842 0.781 5.004
H -1.847 -0.382 -1.957
H -0.053 -2.505 0.119
H -0.314 -3.012 -1.588
H -2.529 -2.625 -2.786

Values from the calculation:
E_LUMO (alpha / beta) (eV): -8.239 / -7.828
Frontier orbital gap (alpha / beta) (Ha): 0.2350 / 0.2488
E (Eh): -1921.52798
Highest occupied orbital energy (alpha / beta) (eV): -14.6 / -14.6
Charge: +2



Entry 3:
ORCA calculation (the ωB97M-V functional and the def2-TZVPD basis) on C2H8NOS as an isolated structure at a distorted geometry.

Positions of all 13 atoms, in Å:
H 0.371 1.744 -2.061
C -1.456 1.589 -1.255
H -1.897 1.697 -0.256
H -1.955 2.277 -1.939
O 0.566 -0.337 -0.653
H 0.148 -3.104 1.022
H 0.155 1.108 0.742
H -1.631 0.551 -1.566
H 1.679 1.318 -0.159
C 0.633 0.956 -0.247
S 0.182 -1.918 1.654
N -0.046 1.906 -1.157
H 0.399 -1.117 0.345

Values from the calculation:
E_LUMO (eV): 4.164
Frontier orbital gap (Ha): 0.2884
Energy relative to the best compared isomer or geometry (same formula, charge and spin) (kcal per mole): 18.29
E (Eh): -609.19482
Highest occupied orbital energy (eV): -3.7
Charge: -1



Entry 4:
ORCA calculation (the ωB97M-V functional and the def2-TZVPD basis) on C18H30ClCrN5OS as an isolated structure at a distorted geometry.

Positions of all 57 atoms, in Å:
H 5.960 3.128 -0.838
C 1.194 2.767 0.635
N -1.902 -0.105 0.618
H 3.566 0.624 -3.265
H 1.615 -2.594 1.914
N 2.424 2.704 0.147
N -0.321 -1.844 -0.744
N 0.583 -0.761 1.582
C -1.705 -2.280 -0.478
H -0.125 7.144 3.371
C -0.775 5.239 2.643
H 2.753 4.922 1.114
H -3.557 -1.375 0.183
C 0.852 3.986 1.379
C -1.822 -0.519 2.025
H 4.528 4.132 -2.596
H -2.369 0.795 0.544
C 1.771 5.023 1.549
H -0.146 -1.918 -1.745
C -0.426 4.108 1.931
C -0.405 -0.287 2.555
H -2.108 -2.868 -1.307
H -0.135 -2.698 1.989
H -1.763 5.321 3.071
C 1.415 6.152 2.260
C -2.598 -1.058 -0.247
C 0.686 -2.627 -0.025
H 0.511 -3.706 -0.117
Cl -0.735 0.850 -2.164
H 5.205 0.105 -3.636
S 2.344 0.166 -0.859
H 4.800 1.825 -3.660
H 1.660 -2.394 -0.464
C 0.146 6.262 2.812
N 4.260 1.954 -0.936
O 0.307 1.869 0.533
C 0.692 -2.224 1.459
H -2.532 0.025 2.654
C 5.002 0.956 -1.679
H 3.284 4.487 -1.394
H 6.064 1.192 -1.594
H -2.782 -0.559 -1.202
H -1.146 3.311 1.787
H 4.831 -0.021 -1.216
H -0.242 0.788 2.677
H 2.129 6.949 2.392
H 4.853 5.289 -1.301
H -1.711 -2.927 0.403
H 1.489 -0.389 1.852
C 4.350 4.358 -1.549
H -0.290 -0.770 3.532
C 3.009 1.733 -0.523
H -2.080 -1.577 2.102
C 4.616 0.881 -3.154
H 4.731 3.484 0.388
C 4.890 3.238 -0.665
Cr 0.060 0.155 -0.228

Values from the calculation:
Multiplicity: 2
E_LUMO (alpha / beta) (eV): -3.793 / -3.257
Frontier orbital gap (alpha / beta) (Ha): 0.2829 / 0.2973
E (Eh): -2955.65446
Highest occupied orbital energy (alpha / beta) (eV): -11.5 / -11.3
Charge: +1



Entry 5:
ORCA calculation (the ωB97M-V functional and the def2-TZVPD basis) on a 5-piece molecular cluster, C15H35N5O5 overall at a distorted geometry.

Positions of all 60 atoms, in Å:
H 29.239 -12.896 -22.139
N 30.725 -11.449 -21.169
C 31.588 -12.271 -20.372
H 27.813 -5.552 -25.047
O 32.469 -4.049 -24.829
H 30.154 -1.894 -24.371
H 25.615 -4.729 -27.084
O 30.500 3.658 -25.006
H 34.629 4.328 -19.079
H 27.435 2.730 -24.133
H 36.356 0.938 -19.168
H 36.545 4.551 -17.144
H 31.078 -9.790 -19.876
H 26.828 4.234 -23.669
C 32.150 -3.824 -23.718
C 31.211 -1.655 -24.251
C 29.902 -12.042 -22.277
N 28.962 3.781 -23.311
H 31.903 -11.805 -19.439
H 37.360 4.892 -18.773
H 30.619 -12.275 -23.064
H 31.244 -13.235 -19.996
O 30.091 -9.311 -21.631
H 32.554 -12.259 -20.877
C 26.761 -5.673 -24.789
H 31.630 -3.227 -21.144
H 37.764 1.671 -19.698
H 29.254 -11.258 -22.668
N 36.338 3.064 -18.735
H 30.247 -2.634 -21.836
C 31.327 -2.504 -21.901
H 26.285 -3.948 -23.028
H 25.559 -3.083 -26.536
C 26.122 -4.011 -26.438
O 25.894 -2.308 -24.130
C 30.639 -10.119 -20.830
C 27.721 3.782 -24.099
C 37.049 4.160 -18.027
O 34.266 2.435 -19.443
H 37.955 3.638 -17.719
H 28.200 4.452 -21.476
C 35.037 3.308 -19.151
H 31.469 -1.485 -21.541
H 26.405 -6.564 -25.307
H 26.708 -5.949 -23.736
H 29.690 3.402 -21.381
H 30.892 4.042 -23.037
H 31.296 -0.645 -23.850
H 27.104 -3.720 -26.811
H 32.095 -4.526 -22.871
C 30.168 3.874 -23.849
C 37.015 1.768 -18.912
H 27.956 4.254 -25.053
N 26.163 -4.384 -25.001
C 28.747 3.605 -21.890
H 37.433 1.470 -17.951
N 31.663 -2.647 -23.278
C 26.077 -3.457 -23.991
H 31.816 -1.620 -25.157
H 28.053 2.844 -21.534

Values from the calculation:
E_LUMO (eV): 0.616
Frontier orbital gap (Ha): 0.3478
Energy relative to the best compared isomer or geometry (same formula, charge and spin) (kcal per mole): 118.56
E (Eh): -1242.41234
Highest occupied orbital energy (eV): -8.8
Charge: 0